DFT (ωB97M-V/def2-TZVPD) results for 22 unconnected molecules or ions with the total composition C65H141BCl3F4N18O28S at a distorted geometry.

Bonds (Å) are listed after each position.
Cartesian coordinates (Å):
1 C -1.518 2.556 -4.368  N2 1.498, H15 1.090, H16 1.090, H17 1.090
2 N -1.096 1.728 -3.194  C1 1.498, C3 1.380, C7 1.373
3 C -1.906 0.651 -2.902  N2 1.380, C4 1.414, H18 1.080
4 C -1.622 -0.210 -1.817  C3 1.414, C5 1.420, H19 1.080
5 C -0.449 0.020 -1.051  C4 1.420, C6 1.392, C8 1.502
6 C 0.391 1.062 -1.432  C5 1.392, C7 1.383, H20 1.080
7 C 0.047 1.923 -2.457  N2 1.373, C6 1.383, H21 1.080
8 C -0.003 -0.888 0.059  C5 1.502, C9 1.416, C13 1.400
9 C 0.687 -0.323 1.158  C8 1.416, C10 1.380, H22 1.080
10 C 1.016 -1.155 2.208  C9 1.380, N11 1.377, H23 1.080
11 N 0.613 -2.472 2.224  C10 1.377, C12 1.319, C14 1.477
12 C -0.071 -3.007 1.231  N11 1.319, C13 1.384, H24 1.080
13 C -0.347 -2.245 0.109  C8 1.400, C12 1.384, H25 1.080
14 C 0.950 -3.340 3.371  N11 1.477, H26 1.090, H27 1.090, H28 1.090
15 H -0.954 3.487 -4.422  C1 1.090
16 H -2.593 2.726 -4.303  C1 1.090
17 H -1.332 2.022 -5.301  C1 1.090
18 H -2.822 0.541 -3.464  C3 1.080
19 H -2.392 -0.889 -1.479  C4 1.080
20 H 1.342 1.248 -0.955  C6 1.080
21 H 0.648 2.768 -2.760  C7 1.080
22 H 1.015 0.706 1.195  C9 1.080
23 H 1.584 -0.777 3.045  C10 1.080
24 H -0.479 -4.006 1.263  C12 1.080
25 H -0.869 -2.691 -0.725  C13 1.080
26 H 0.902 -2.815 4.325  C14 1.090
27 H 1.959 -3.752 3.332  C14 1.090
28 H 0.359 -4.256 3.347  C14 1.090
29 C 3.047 -4.025 -0.101  C30 1.518, H33 1.090, H34 1.090, H35 1.090
30 C 3.971 -5.168 -0.484  C29 1.518, O31 1.280, O32 1.261
31 O 4.575 -5.132 -1.612  C30 1.280
32 O 3.934 -6.186 0.259  C30 1.261
33 H 2.976 -3.931 0.982  C29 1.090
34 H 2.151 -4.310 -0.652  C29 1.090
35 H 3.479 -3.084 -0.442  C29 1.090
36 C -1.923 6.504 -3.408  C37 1.498, H40 1.090, H41 1.090, H42 1.090
37 C -3.257 5.920 -3.059  C36 1.498, O38 1.236, O39 1.272
38 O -4.270 6.208 -3.707  C37 1.236
39 O -3.356 5.047 -2.139  C37 1.272
40 H -1.370 5.842 -4.074  C36 1.090
41 H -1.333 6.841 -2.556  C36 1.090
42 H -2.100 7.404 -3.996  C36 1.090
43 B 1.798 3.263 -5.940  F44 1.346, F45 1.342, F46 1.378, F47 1.386
44 F 1.029 3.253 -7.045  B43 1.346
45 F 1.666 2.194 -5.139  B43 1.342
46 F 3.129 3.463 -6.232  B43 1.378
47 F 1.489 4.351 -5.140  B43 1.386
48 S -5.625 2.212 -3.663  O49 1.461, O50 1.446, O51 1.447, O52 1.477
49 O -4.858 0.983 -3.851  S48 1.461
50 O -5.113 3.370 -4.363  S48 1.446
51 O -7.007 2.035 -4.054  S48 1.447
52 O -5.624 2.760 -2.291  S48 1.477
53 O -0.556 -6.432 2.183  C54 1.225
54 C 0.500 -6.881 1.753  O53 1.225, N55 1.308, C56 1.514
55 N 0.689 -6.657 0.478  C54 1.308, H57 1.010, H58 1.010
56 C 1.670 -7.265 2.631  C54 1.514, H59 1.090, H60 1.090, H61 1.090
57 H -0.150 -6.591 -0.080  N55 1.010
58 H 1.582 -6.966 0.120  N55 1.010
59 H 2.072 -8.138 2.116  C56 1.090
60 H 1.373 -7.637 3.612  C56 1.090
61 H 2.478 -6.534 2.674  C56 1.090
62 O 0.907 -1.573 -7.897  C63 1.220
63 C 1.258 -0.519 -7.392  O62 1.220, N64 1.298, C65 1.504
64 N 0.448 0.092 -6.582  C63 1.298, H66 1.010, H67 1.010
65 C 2.714 -0.146 -7.453  C63 1.504, H68 1.090, H69 1.090, H70 1.090
66 H -0.446 -0.312 -6.342  N64 1.010
67 H 0.845 0.839 -6.031  N64 1.010
68 H 2.798 0.602 -8.241  C65 1.090
69 H 3.545 -0.844 -7.548  C65 1.090
70 H 2.943 0.335 -6.502  C65 1.090
71 O 0.325 4.430 -0.628  C72 1.208
72 C 0.265 5.336 0.168  O71 1.208, N73 1.336, C74 1.505
73 N 1.362 5.908 0.673  C72 1.336, H75 1.010, H76 1.010
74 C -1.095 5.819 0.595  C72 1.505, H77 1.090, H78 1.090, H79 1.090
75 H 2.272 5.508 0.493  N73 1.010
76 H 1.255 6.754 1.214  N73 1.010
77 H -1.735 6.214 -0.194  C74 1.090
78 H -1.024 6.701 1.232  C74 1.090
79 H -1.532 4.989 1.149  C74 1.090
80 O -4.666 -1.718 -0.369  C81 1.239
81 C -4.116 -2.475 0.443  O80 1.239, N82 1.316, C83 1.485
82 N -3.436 -2.006 1.467  C81 1.316, H84 1.010, H85 1.010
83 C -4.188 -3.959 0.418  C81 1.485, H86 1.090, H87 1.090, H88 1.090
84 H -2.923 -2.634 2.069  N82 1.010
85 H -3.328 -1.011 1.605  N82 1.010
86 H -3.326 -4.503 0.804  C83 1.090
87 H -4.438 -4.435 -0.530  C83 1.090
88 H -5.063 -4.281 0.983  C83 1.090
89 O -2.094 -3.505 3.517  C90 1.203
90 C -2.905 -4.262 3.985  O89 1.203, N91 1.325, C92 1.492
91 N -3.997 -3.840 4.605  C90 1.325, H93 1.010, H94 1.010
92 C -2.863 -5.740 3.788  C90 1.492, H95 1.090, H96 1.090, H97 1.090
93 H -3.887 -2.899 4.955  N91 1.010
94 H -4.654 -4.492 5.010  N91 1.010
95 H -3.431 -6.327 4.510  C92 1.090
96 H -1.842 -6.061 3.996  C92 1.090
97 H -3.127 -6.121 2.801  C92 1.090
98 O -2.913 -1.174 5.222  C99 1.200
99 C -2.998 -0.311 4.391  O98 1.200, N100 1.330, C101 1.527
100 N -1.931 0.192 3.776  C99 1.330, H102 1.010, H103 1.010
101 C -4.390 0.210 4.042  C99 1.527, H104 1.090, H105 1.090, H106 1.090
102 H -1.062 -0.219 4.086  N100 1.010
103 H -1.985 0.618 2.862  N100 1.010
104 H -4.605 0.265 2.974  C101 1.090
105 H -4.565 1.225 4.397  C101 1.090
106 H -5.148 -0.315 4.623  C101 1.090
107 O -1.352 -5.015 -1.558  C108 1.205
108 C -1.343 -5.038 -2.763  O107 1.205, N109 1.315, C110 1.575
109 N -1.748 -4.050 -3.531  C108 1.315, H111 1.010, H112 1.010
110 C -0.864 -6.312 -3.555  C108 1.575, H113 1.090, H114 1.090, H115 1.090
111 H -2.245 -3.265 -3.134  N109 1.010
112 H -1.777 -4.094 -4.539  N109 1.010
113 H -0.993 -6.177 -4.629  C110 1.090
114 H -1.439 -7.216 -3.357  C110 1.090
115 H 0.220 -6.393 -3.470  C110 1.090
116 O -4.841 -3.797 -3.432  C117 1.201
117 C -4.989 -2.713 -3.927  O116 1.201, N118 1.338, C119 1.498
118 N -4.792 -1.578 -3.246  C117 1.338, H120 1.010, H121 1.010
119 C -5.337 -2.749 -5.384  C117 1.498, H122 1.090, H123 1.090, H124 1.090
120 H -4.789 -1.648 -2.239  N118 1.010
121 H -4.873 -0.661 -3.662  N118 1.010
122 H -4.449 -2.713 -6.014  C119 1.090
123 H -5.968 -1.885 -5.593  C119 1.090
124 H -5.785 -3.712 -5.629  C119 1.090
125 O -2.442 -0.547 -5.776  C126 1.202
126 C -3.117 -0.124 -6.676  O125 1.202, N127 1.325, C128 1.519
127 N -4.297 0.390 -6.364  C126 1.325, H129 1.010, H130 1.010
128 C -2.604 0.010 -8.099  C126 1.519, H131 1.090, H132 1.090, H133 1.090
129 H -4.425 0.625 -5.390  N127 1.010
130 H -5.123 0.353 -6.944  N127 1.010
131 H -1.871 0.810 -8.206  C128 1.090
132 H -3.384 0.375 -8.768  C128 1.090
133 H -2.288 -0.972 -8.450  C128 1.090
134 O 4.013 -1.903 3.224  C135 1.237
135 C 5.218 -1.764 2.984  O134 1.237, N136 1.342, C137 1.561
136 N 5.809 -0.715 3.578  C135 1.342, H138 1.010, H139 1.010
137 C 6.042 -2.617 1.969  C135 1.561, H140 1.090, H141 1.090, H142 1.090
138 H 5.313 -0.085 4.192  N136 1.010
139 H 6.712 -0.392 3.263  N136 1.010
140 H 7.048 -2.197 1.975  C137 1.090
141 H 5.627 -2.553 0.963  C137 1.090
142 H 6.027 -3.642 2.339  C137 1.090
143 O 4.516 5.126 -1.334  C144 1.226
144 C 3.880 5.116 -2.383  O143 1.226, N145 1.325, C146 1.539
145 N 2.584 4.895 -2.546  C144 1.325, H147 1.010, H148 1.010
146 C 4.582 5.574 -3.674  C144 1.539, H149 1.090, H150 1.090, H151 1.090
147 H 1.994 4.652 -1.763  N145 1.010
148 H 2.207 4.730 -3.468  N145 1.010
149 H 3.855 6.209 -4.179  C146 1.090
150 H 4.881 4.699 -4.252  C146 1.090
151 H 5.515 6.092 -3.455  C146 1.090
152 O -3.061 0.751 1.083  C153 1.190
153 C -3.641 1.542 0.409  O152 1.190, N154 1.318, C155 1.509
154 N -4.564 1.066 -0.401  C153 1.318, H156 1.010, H157 1.010
155 C -3.285 3.008 0.370  C153 1.509, H158 1.090, H159 1.090, H160 1.090
156 H -4.979 1.660 -1.105  N154 1.010
157 H -4.897 0.116 -0.314  N154 1.010
158 H -2.291 3.048 -0.076  C155 1.090
159 H -3.273 3.382 1.394  C155 1.090
160 H -4.038 3.644 -0.094  C155 1.090
161 C -1.066 -2.028 7.929  Cl162 1.775, Cl163 1.777, Cl164 1.812, H165 1.090
162 Cl -2.460 -2.984 8.474  C161 1.775
163 Cl -0.402 -2.826 6.486  C161 1.777
164 Cl 0.197 -1.662 9.175  C161 1.812
165 H -1.462 -1.073 7.585  C161 1.090
166 C -3.592 3.902 -6.901  O167 1.482, H175 1.090, H176 1.090, H177 1.090
167 O -2.974 4.567 -8.073  C166 1.482, C168 1.452
168 C -1.540 4.607 -7.851  O167 1.452, C169 1.515, H178 1.090, H179 1.090
169 C -1.138 6.035 -7.543  C168 1.515, N170 1.474, H180 1.090, H181 1.090
170 N -1.437 6.939 -8.668  C169 1.474, C171 1.463, H182 1.010
171 C -1.112 8.309 -8.271  N170 1.463, C172 1.602, H183 1.090, H184 1.090
172 C -1.773 9.404 -9.236  C171 1.602, O173 1.457, H185 1.090, H186 1.090
173 O -3.229 9.375 -9.224  C172 1.457, C174 1.469
174 C -3.956 10.538 -9.749  O173 1.469, H187 1.090, H188 1.090, H189 1.090
175 H -3.401 2.851 -6.683  C166 1.090
176 H -4.667 3.958 -7.075  C166 1.090
177 H -3.400 4.358 -5.930  C166 1.090
178 H -1.171 4.252 -8.813  C168 1.090
179 H -1.206 3.904 -7.087  C168 1.090
180 H -0.106 5.968 -7.198  C169 1.090
181 H -1.695 6.367 -6.667  C169 1.090
182 H -2.433 7.100 -8.632  N170 1.010
183 H -0.037 8.477 -8.334  C171 1.090
184 H -1.431 8.578 -7.264  C171 1.090
185 H -1.477 9.366 -10.285  C172 1.090
186 H -1.447 10.377 -8.871  C172 1.090
187 H -4.991 10.208 -9.846  C174 1.090
188 H -3.587 10.744 -10.754  C174 1.090
189 H -3.936 11.389 -9.068  C174 1.090
190 C 2.434 4.565 3.766  O191 1.346, H199 1.090, H200 1.090, H201 1.090
191 O 2.877 3.377 3.316  C190 1.346, C192 1.318
192 C 2.884 3.102 2.026  O191 1.318, C193 1.538, H202 1.090, H203 1.090
193 C 3.593 1.743 1.900  C192 1.538, N194 1.470, H204 1.090, H205 1.090
194 N 3.630 1.084 0.586  C193 1.470, C195 1.435, H206 1.010
195 C 4.177 1.844 -0.501  N194 1.435, C196 1.551, H207 1.090, H208 1.090
196 C 5.253 0.971 -1.196  C195 1.551, O197 1.395, H209 1.090, H210 1.090
197 O 6.097 0.203 -0.393  C196 1.395, C198 1.399
198 C 6.996 0.915 0.409  O197 1.399, H211 1.090, H212 1.090, H213 1.090
199 H 2.126 4.477 4.807  C190 1.090
200 H 1.585 4.951 3.201  C190 1.090
201 H 3.218 5.320 3.710  C190 1.090
202 H 3.601 3.796 1.588  C192 1.090
203 H 1.929 3.156 1.504  C192 1.090
204 H 3.117 1.041 2.585  C193 1.090
205 H 4.631 1.859 2.211  C193 1.090
206 H 4.336 0.367 0.670  N194 1.010
207 H 4.655 2.778 -0.205  C195 1.090
208 H 3.421 2.134 -1.231  C195 1.090
209 H 5.779 1.655 -1.862  C196 1.090
210 H 4.884 0.261 -1.936  C196 1.090
211 H 6.485 1.761 0.869  C198 1.090
212 H 7.735 1.395 -0.232  C198 1.090
213 H 7.558 0.249 1.064  C198 1.090
214 C 5.953 4.561 4.660  O215 1.464, H223 1.090, H224 1.090, H225 1.090
215 O 6.314 3.265 4.082  C214 1.464, C216 1.452
216 C 6.791 2.268 5.024  O215 1.452, C217 1.567, H226 1.090, H227 1.090
217 C 5.695 1.871 6.071  C216 1.567, N218 1.430, H228 1.090, H229 1.090
218 N 4.524 1.413 5.390  C217 1.430, C219 1.493, H230 1.010
219 C 3.376 1.492 6.341  N218 1.493, C220 1.543, H231 1.090, H232 1.090
220 C 2.010 0.928 5.898  C219 1.543, O221 1.430, H233 1.090, H234 1.090
221 O 1.961 -0.396 5.358  C220 1.430, C222 1.437
222 C 2.602 -1.422 6.133  O221 1.437, H235 1.090, H236 1.090, H237 1.090
223 H 4.914 4.392 4.940  C214 1.090
224 H 5.895 5.314 3.874  C214 1.090
225 H 6.649 4.838 5.452  C214 1.090
226 H 7.675 2.699 5.495  C216 1.090
227 H 7.052 1.381 4.447  C216 1.090
228 H 5.487 2.728 6.713  C217 1.090
229 H 6.118 1.036 6.629  C217 1.090
230 H 4.288 2.023 4.620  N218 1.010
231 H 3.294 2.473 6.809  C219 1.090
232 H 3.529 0.832 7.195  C219 1.090
233 H 1.716 1.598 5.090  C220 1.090
234 H 1.241 1.076 6.656  C220 1.090
235 H 3.688 -1.340 6.170  C222 1.090
236 H 2.434 -2.468 5.880  C222 1.090
237 H 2.287 -1.526 7.171  C222 1.090
238 C 2.924 -5.217 6.043  O239 1.421, H247 1.090, H248 1.090, H249 1.090
239 O 1.540 -5.306 6.351  C238 1.421, C240 1.400
240 C 1.080 -5.990 7.482  O239 1.400, C241 1.489, H250 1.090, H251 1.090
241 C -0.364 -6.279 7.267  C240 1.489, N242 1.478, H252 1.090, H253 1.090
242 N -0.905 -7.472 7.952  C241 1.478, C243 1.454, H254 1.010
243 C -2.278 -7.806 7.609  N242 1.454, C244 1.518, H255 1.090, H256 1.090
244 C -2.864 -8.997 8.347  C243 1.518, O245 1.440, H257 1.090, H258 1.090
245 O -4.110 -9.315 7.699  C244 1.440, C246 1.469
246 C -4.605 -10.529 8.361  O245 1.469, H259 1.090, H260 1.090, H261 1.090
247 H 3.564 -4.985 6.894  C238 1.090
248 H 3.087 -4.501 5.237  C238 1.090
249 H 3.213 -6.237 5.790  C238 1.090
250 H 1.287 -5.275 8.279  C240 1.090
251 H 1.611 -6.943 7.477  C240 1.090
252 H -0.610 -6.402 6.212  C241 1.090
253 H -0.907 -5.383 7.568  C241 1.090
254 H -0.738 -7.320 8.937  N242 1.010
255 H -2.311 -8.010 6.539  C243 1.090
256 H -2.975 -7.008 7.864  C243 1.090
257 H -3.007 -8.727 9.393  C244 1.090
258 H -2.158 -9.822 8.257  C244 1.090
259 H -3.926 -11.379 8.296  C246 1.090
260 H -5.511 -10.810 7.825  C246 1.090
261 H -4.828 -10.353 9.414  C246 1.090

Properties
Total charge = -4
Multiplicity = 2
DFT total energy = -213795.7910 eV
LUMO energy (spin up / spin down) = 4.60 / 4.60 eV